A single H8OSi4 molecule at a distorted geometry. Source: the Open Molecules 2025 dataset; level of theory: the ωB97M-V functional and the def2-TZVPD basis.

Calculated values
E_LUMO (eV): -1.58
HOMO level (eV): -8.844
M (g mol⁻¹): 136.41
Largest force on an atom (eV Å⁻¹): 2.844
ΔE to the lowest compared entry with this formula, charge and spin (kJ/mol): 1.2
Total charge: 0

XYZ file:
```
13
H8OSi4 | the Open Molecules 2025 dataset | the ωB97M-V functional and the def2-TZVPD basis
O -1.0832 0.0797 -0.1480
Si 0.1083 -1.0323 -0.3007
Si -2.6556 0.3774 -0.3162
Si 1.9756 -0.0579 0.8103
Si 3.8540 0.2617 -0.5461
H -0.1724 -2.1021 0.5056
H -0.1586 -1.5441 -1.7605
H -3.1471 0.3784 1.0745
H -2.5043 1.8268 -1.0001
H 1.2093 1.2725 1.2390
H 2.1422 -0.7633 2.0472
H 3.7164 1.7654 -0.2284
H -3.2845 -0.4620 -1.3766
```